Record 1
DFT (ωB97M-V with the def2-TZVPD basis set) results for C34H78F3N10O12STl as an isolated structure.

Computed properties:
Total charge = +3
2S+1 = 2
⟨S²⟩ = 1.79
Calculated total energy = -3661.97532 a.u.
Frontier orbital gap (alpha / beta) = 3.529 / 2.673 eV
Lowest unoccupied orbital energy (alpha / beta) = -10.5 / -11.3 eV

Element x y z (Å)
1 Tl 5.61420 -0.99036 0.21297
2 C 0.16056 -0.02721 0.02246
3 F -1.10613 -0.32767 0.19803
4 F 0.49777 -0.32460 -1.25501
5 F 0.34761 1.24312 0.28273
6 S 1.39980 -1.09306 1.20404
7 O 2.71061 -0.59952 0.63249
8 O 1.10905 -0.57839 2.54858
9 O 1.17831 -2.53398 0.96412
10 C -0.10509 5.39936 1.45098
11 C -0.50012 5.30881 2.90830
12 N -1.70059 4.53747 3.13170
13 C -2.24042 4.76915 4.53869
14 C -2.63439 6.18433 4.85434
15 C -1.53907 3.13523 2.83795
16 C -2.79920 2.28919 2.68146
17 H -0.91817 5.90170 0.92692
18 H -0.14177 4.44964 0.91732
19 H 0.85341 5.90673 1.34165
20 H 0.21741 4.77813 3.53410
21 H -0.50061 6.34670 3.24127
22 H -3.08767 4.13602 4.80215
23 H -1.45573 4.48311 5.23909
24 H -3.48510 6.37604 4.20039
25 H -2.96925 6.13573 5.89049
26 H -1.86659 6.95800 4.85704
27 H -0.98734 2.68887 3.66527
28 H -0.98880 2.95064 1.91532
29 H -2.59085 1.23850 2.88335
30 H -3.43199 2.58446 1.84451
31 H -3.47992 2.56767 3.48593
32 C -1.96951 -5.26503 6.30987
33 C -1.68849 -4.59189 5.01223
34 O -2.53524 -4.67017 4.13151
35 N -0.64764 -3.78694 4.83861
36 C -0.30387 -2.87304 3.69021
37 H -1.56700 -6.26907 6.17580
38 H -3.04722 -5.32312 6.46235
39 H -1.56582 -4.77477 7.19575
40 H 0.07879 -3.78775 5.54033
41 H -0.31145 -3.38771 2.72939
42 H 0.70642 -2.59265 3.98818
43 H -0.90066 -1.96328 3.62487
44 C -2.84611 -6.16372 -0.64788
45 C -1.68480 -5.36228 -1.00155
46 O -0.88708 -5.67804 -1.85700
47 N -1.49512 -4.20905 -0.36554
48 C -2.30901 -3.44853 0.59183
49 H -3.65909 -5.81184 -1.28297
50 H -3.14694 -6.21052 0.39875
51 H -2.67957 -7.20156 -0.93642
52 H -0.67774 -3.69387 -0.65980
53 H -3.07116 -2.77783 0.19511
54 H -1.71951 -2.75214 1.18818
55 H -2.76563 -3.98888 1.42106
56 C 4.15137 -0.52239 -4.59654
57 C 3.45663 -1.29299 -3.45094
58 O 3.94037 -1.29915 -2.32567
59 N 2.23908 -1.94349 -3.69174
60 C 1.56583 -2.57834 -2.62338
61 H 4.47454 0.49060 -4.35668
62 H 3.48867 -0.43458 -5.45749
63 H 5.01265 -1.11401 -4.90686
64 H 1.83879 -1.88682 -4.61729
65 H 1.91856 -2.48731 -1.59606
66 H 1.53995 -3.66367 -2.72083
67 H 0.53417 -2.22761 -2.65130
68 C -6.15693 0.97351 -3.27347
69 C -5.95839 1.11113 -1.79548
70 O -6.59563 1.98831 -1.23706
71 N -5.12475 0.23103 -1.20841
72 C -4.88202 -0.02651 0.23248
73 H -6.86043 0.21964 -3.62683
74 H -5.19342 0.64916 -3.66659
75 H -6.57751 1.86664 -3.73557
76 H -4.52166 -0.36274 -1.75960
77 H -5.67477 -0.59142 0.72291
78 H -5.03478 0.95118 0.68954
79 H -3.97715 -0.57807 0.48762
80 C -1.61146 -0.00482 -4.11057
81 C -2.59653 -1.14130 -3.80479
82 O -3.43406 -1.09181 -2.84146
83 N -2.51530 -2.21929 -4.64053
84 C -3.41838 -3.31472 -4.37821
85 H -0.96408 -0.22008 -4.96067
86 H -0.93418 0.13894 -3.26871
87 H -1.99206 0.98024 -4.38061
88 H -2.07661 -2.23956 -5.55006
89 H -4.41928 -3.10460 -4.75525
90 H -3.43555 -3.59187 -3.32417
91 H -3.17073 -4.22165 -4.92979
92 C 5.31171 2.16303 3.97912
93 C 4.26633 1.40749 3.16051
94 O 4.58500 0.59085 2.34308
95 N 2.95790 1.64695 3.28392
96 C 2.24452 2.47244 4.31315
97 H 6.29015 2.21173 3.50121
98 H 5.44018 1.70633 4.96046
99 H 4.93922 3.16265 4.20298
100 H 2.39304 0.95286 2.81566
101 H 2.13132 2.10984 5.33483
102 H 1.20116 2.63052 4.04019
103 H 2.75742 3.39822 4.57386
104 C 4.43111 -5.60790 -1.17049
105 C 3.67133 -4.58758 -0.46250
106 O 4.06159 -3.42659 -0.36576
107 N 2.41201 -4.82701 -0.01646
108 C 1.76916 -6.19917 0.03382
109 H 5.41405 -5.44448 -0.72864
110 H 4.59104 -5.33628 -2.21391
111 H 4.01854 -6.57952 -0.89874
112 H 2.04128 -4.12356 0.60628
113 H 0.93559 -6.10138 0.72931
114 H 2.45870 -6.92117 0.47127
115 H 1.41974 -6.41710 -0.97539
116 C 3.28019 3.13110 0.39393
117 C 3.81862 2.55783 -0.98567
118 O 4.38121 1.46946 -1.05751
119 N 3.73674 3.37566 -2.02410
120 C 4.42023 3.25405 -3.24295
121 H 2.43951 2.49630 0.67389
122 H 2.97061 4.16051 0.21347
123 H 4.06173 3.35171 1.12101
124 H 3.05167 4.10420 -1.88266
125 H 5.02322 2.35626 -3.37887
126 H 5.02674 4.15831 -3.29352
127 H 3.71377 3.38347 -4.06286
128 C -0.18372 5.38505 -5.05738
129 C 0.26329 4.12278 -4.37248
130 O 1.04917 3.26309 -4.85424
131 N -0.18512 3.93862 -3.16045
132 C 0.18295 2.78018 -2.38818
133 H 0.69175 5.84050 -5.52023
134 H -0.58741 6.03948 -4.28482
135 H -0.91436 5.11188 -5.81872
136 H -0.86967 4.59603 -2.81505
137 H 0.14265 3.00413 -1.32220
138 H 1.25526 2.61227 -2.48850
139 H -0.41256 1.87424 -2.50114



Record 2
DFT (ωB97M-V with the def2-TZVPD basis set) results for C34H84F6N7O14PdS2 as an isolated structure.

Computed properties:
Total charge = +1
2S+1 = 3
⟨S²⟩ = 2.00
Calculated total energy = -4305.47849 a.u.
Frontier orbital gap (alpha / beta) = 7.377 / 4.812 eV
Lowest unoccupied orbital energy (alpha / beta) = -2.5 / -5.1 eV

Element x y z (Å)
1 Pd -2.65664 -3.20751 0.98690
2 C 0.57808 -0.65140 -0.43473
3 F 1.10242 0.26306 -1.22623
4 F 1.31755 -1.75221 -0.40212
5 F 0.49331 -0.17209 0.80434
6 S -1.10102 -1.17266 -1.12273
7 O -1.52033 -0.22985 -2.08852
8 O -0.91570 -2.52111 -1.56511
9 N -2.04009 -1.28538 0.23110
10 S -2.68816 0.16457 0.66175
11 O -3.24620 -0.05872 1.96695
12 O -1.82744 1.28218 0.48612
13 C -4.17125 0.49218 -0.44598
14 F -4.21387 1.77562 -0.71045
15 F -4.10313 -0.18547 -1.58958
16 F -5.27702 0.13400 0.20475
17 C 4.05144 1.35968 -2.96334
18 C 5.13863 0.57915 -3.66055
19 O 6.39492 1.10579 -3.20511
20 H 3.09184 0.83679 -3.06632
21 H 3.98344 2.38635 -3.31418
22 H 4.20136 1.35885 -1.87949
23 H 5.00343 0.70657 -4.74341
24 H 5.24205 -0.49352 -3.51312
25 H 6.35080 2.05906 -3.32826
26 C -2.53865 8.01835 -5.95482
27 O -2.27266 7.24986 -4.80867
28 C -3.02632 7.64842 -3.68198
29 C -2.78762 6.63492 -2.61310
30 N -3.10102 5.29427 -3.07749
31 C -2.49354 4.25864 -2.25934
32 C -2.37129 2.95931 -2.99395
33 O -1.47907 3.13916 -4.08717
34 C -1.22262 1.93976 -4.75295
35 H -1.79922 7.76810 -6.71086
36 H -2.38911 9.08952 -5.74235
37 H -3.56641 7.88301 -6.30440
38 H -4.09683 7.57527 -3.93326
39 H -2.75483 8.66812 -3.39940
40 H -3.31671 6.86183 -1.67963
41 H -1.73185 6.67193 -2.26949
42 H -2.72599 5.23005 -4.01851
43 H -3.12108 4.09134 -1.37482
44 H -1.49408 4.56983 -1.90532
45 H -3.35044 2.61820 -3.35902
46 H -1.92653 2.18632 -2.35075
47 H -0.96256 1.17706 -4.00419
48 H -0.36870 2.00065 -5.42965
49 H -2.06911 1.62523 -5.37869
50 C 4.15268 -6.07426 0.61538
51 O 3.92478 -4.87654 -0.07753
52 C 5.12605 -4.24588 -0.46185
53 C 4.86146 -2.91705 -1.15220
54 N 3.54240 -2.77790 -1.76333
55 C 3.55201 -3.25913 -3.14532
56 C 2.23118 -2.91587 -3.78708
57 O 2.28843 -1.54480 -4.09012
58 C 1.10374 -0.92312 -4.48588
59 H 4.39888 -5.90820 1.67068
60 H 4.91780 -6.69242 0.13319
61 H 3.22263 -6.64869 0.57862
62 H 5.73982 -4.90210 -1.09967
63 H 5.77313 -4.10883 0.42019
64 H 5.65436 -2.81389 -1.91172
65 H 5.04251 -2.06734 -0.49162
66 H 3.38721 -1.78147 -1.89836
67 H 3.83121 -4.30704 -3.24308
68 H 4.28075 -2.68359 -3.74033
69 H 1.40265 -3.12820 -3.09291
70 H 2.01540 -3.52767 -4.67595
71 H 0.60524 -1.41434 -5.33228
72 H 1.32870 0.07383 -4.87952
73 H 0.40548 -0.71871 -3.66845
74 C 0.22191 -4.74324 -0.01672
75 O -0.68382 -4.32126 1.01553
76 C 0.07460 -3.89836 2.16886
77 C -0.83649 -3.56967 3.29091
78 N -1.80327 -2.49221 2.95972
79 C -2.34455 -1.97045 4.24708
80 C -1.31562 -1.15094 5.01357
81 O -1.92488 -0.28096 5.89483
82 C -1.00814 0.68902 6.41097
83 H 0.82607 -3.93548 -0.40781
84 H -0.36500 -5.09454 -0.86610
85 H 0.82379 -5.59177 0.31024
86 H 0.74194 -3.08620 1.86318
87 H 0.73396 -4.71200 2.48938
88 H -0.21371 -3.31906 4.15380
89 H -1.36625 -4.46717 3.62202
90 H -1.24798 -1.69241 2.64847
91 H -2.82379 -2.76649 4.81821
92 H -3.16391 -1.27776 4.03152
93 H -0.63489 -0.66589 4.28288
94 H -0.62839 -1.80119 5.59010
95 H -0.30267 0.19734 7.09764
96 H -1.59809 1.36326 7.02050
97 H -0.46078 1.09683 5.56567
98 C 3.30731 -1.63655 1.93070
99 C 4.28363 -0.89286 2.81722
100 C 4.15579 0.60696 2.65404
101 O 4.80012 0.95096 1.44463
102 C 4.79788 2.33331 1.19870
103 N 4.14099 -1.26057 4.21049
104 H 2.25634 -1.44210 2.13589
105 H 3.57200 -2.70000 1.97464
106 H 3.52763 -1.37572 0.89452
107 H 5.30457 -1.13045 2.47782
108 H 4.63862 1.12415 3.49726
109 H 3.10062 0.91773 2.60532
110 H 5.60759 2.80938 1.75688
111 H 3.81242 2.78002 1.36759
112 H 4.96762 2.48314 0.12891
113 H 4.73181 -0.80029 4.88258
114 H 4.07178 -2.24494 4.40890
115 C -5.38713 -3.65111 -2.44979
116 C -4.66842 -3.30367 -1.17728
117 C -5.56862 -3.19498 0.03684
118 O -4.76629 -2.73025 1.12209
119 C -5.54684 -2.30971 2.27552
120 N -3.46712 -4.13086 -0.86273
121 H -5.76513 -4.68025 -2.38599
122 H -4.72799 -3.67617 -3.31829
123 H -6.23244 -2.99461 -2.63914
124 H -4.23406 -2.30395 -1.18736
125 H -6.03280 -4.13584 0.36072
126 H -6.38271 -2.50684 -0.20096
127 H -6.47177 -2.88569 2.32650
128 H -5.75925 -1.25108 2.17636
129 H -4.95767 -2.57800 3.14651
130 H -3.77368 -5.07684 -0.61806
131 H -2.93726 -4.27209 -1.72061
132 C -1.64714 2.61943 3.65871
133 C -1.31093 3.96508 3.02032
134 C 0.18933 4.20921 3.08747
135 O 0.56299 4.15626 4.44884
136 C 1.94992 4.32040 4.65147
137 N -1.90524 4.06932 1.69054
138 H -0.98474 1.81462 3.31066
139 H -2.63658 2.25391 3.39376
140 H -1.47734 2.77096 4.71921
141 H -1.74356 4.78168 3.60649
142 H 0.48931 5.16553 2.63259
143 H 0.76073 3.42605 2.55032
144 H 2.48463 3.52468 4.10678
145 H 2.12180 4.16996 5.71147
146 H 2.31497 5.26351 4.23528
147 H -1.56622 3.39420 1.01246
148 H -1.71026 4.97572 1.27507